Density functional theory data (ωB97M-V/def2-TZVPD) for a cluster of 4 separate species, C25H58BrN4O6 in total.

```
94
Properties=species:S:1:pos:R:3:forces:R:3
C 7.24709 -2.05766 -0.02289 0.533 0.488 -0.724
C 7.95140 -0.66338 0.17290 -0.406 -1.637 -0.769
O 8.09206 -0.31707 1.53463 -0.215 0.663 0.049
C 7.16179 0.68921 1.93416 -0.264 0.263 -0.415
C 5.76109 0.02681 2.08803 1.034 -0.519 0.309
O 4.83607 0.79222 2.84840 -0.503 -0.080 -0.554
C 3.72977 1.25333 2.09327 0.190 0.698 -0.227
Br 2.63661 2.30564 3.40183 0.360 -0.323 -0.057
C 4.19945 2.28109 0.99742 -1.437 -0.345 -0.401
C 3.61341 1.93351 -0.42043 1.618 1.740 -1.075
C 3.79782 3.25019 -1.27846 0.530 -0.973 0.740
C 4.41439 0.83328 -1.17770 -0.896 0.258 0.373
N 2.16480 1.69923 -0.33901 0.575 -0.272 1.420
O 1.50969 2.74858 -0.00371 -0.120 0.109 -0.528
C 1.79935 0.49257 0.42631 -1.792 -1.609 0.680
C 0.38311 0.71370 1.07435 0.556 -0.745 0.039
C 1.61389 -0.78537 -0.47183 0.122 0.451 -0.296
C 2.79546 0.11032 1.58372 0.215 0.345 0.145
H 6.15257 -1.96116 -0.13527 0.438 -0.181 0.429
H 7.61125 -2.46775 -0.98815 -0.227 0.143 0.449
H 7.54819 -2.77380 0.75592 -0.311 0.361 -0.139
H 8.94186 -0.75920 -0.30695 -0.211 0.303 0.504
H 7.36304 0.06241 -0.41871 0.363 0.080 0.443
H 7.19101 1.47143 1.14275 -0.335 -0.252 0.446
H 7.48466 1.19531 2.86039 -0.045 -0.637 -0.215
H 5.41297 -0.26669 1.08409 -0.167 0.316 0.433
H 5.93024 -0.91579 2.64856 -0.044 0.422 -0.305
H 5.28979 2.42222 0.94769 -0.389 -0.422 0.100
H 3.77370 3.27100 1.23798 0.258 -0.545 0.018
H 4.88207 3.29772 -1.50491 -0.602 0.144 -0.207
H 3.18557 3.15923 -2.18800 0.326 0.317 0.275
H 3.54567 4.12481 -0.66561 -0.188 -0.226 -0.522
H 5.47825 1.11279 -1.11587 -0.394 -0.260 -0.090
H 4.24421 -0.17278 -0.75424 0.288 0.430 -0.334
H 4.08055 0.86579 -2.23286 0.303 -0.290 0.462
H 0.39411 1.47427 1.86543 -0.109 -0.047 -0.550
H 0.13039 -0.25044 1.56777 0.069 0.454 -0.346
H -0.36073 0.88965 0.28333 0.219 0.252 0.431
H 2.31030 -0.82165 -1.32623 -0.156 0.030 0.424
H 0.59483 -0.81736 -0.90294 0.473 -0.033 0.300
H 1.78242 -1.68137 0.15254 -0.247 0.343 -0.351
H 3.36315 -0.79493 1.29108 0.090 0.689 0.085
H 2.17616 -0.20348 2.44386 0.389 0.075 -0.408
C -4.73613 -3.61188 -0.44362 -0.275 -0.043 -0.027
C -4.03703 -2.28535 -0.16272 0.223 -0.297 -0.078
C -3.20829 -1.75893 -1.34716 -0.046 0.221 0.073
O -1.97354 -2.43264 -1.54534 -0.166 0.069 -0.157
C -2.07967 -3.67218 -2.22382 0.245 -0.016 0.126
N -3.22413 -2.42283 1.05124 0.050 0.223 -0.096
H -4.05657 -4.46240 -0.38655 0.048 0.073 -0.011
H -5.52263 -3.78592 0.29278 0.075 0.028 0.028
H -5.20047 -3.61042 -1.43310 0.057 -0.009 -0.009
H -4.81841 -1.54483 0.03446 0.077 0.079 -0.022
H -2.94314 -0.71888 -1.13658 0.103 -0.039 0.035
H -3.79541 -1.75211 -2.27425 -0.038 -0.163 -0.010
H -2.86869 -3.65746 -2.98151 -0.084 0.002 0.076
H -2.25415 -4.47978 -1.50974 -0.129 -0.110 -0.146
H -1.12678 -3.87092 -2.71681 0.008 0.112 0.018
H -2.84685 -1.51147 1.29830 -0.083 -0.005 0.096
H -2.40135 -2.96788 0.80496 -0.058 -0.083 0.045
C -1.50164 2.05491 5.61982 -0.015 -0.230 0.082
C -1.12154 3.33978 6.34956 -0.116 0.007 -0.352
C -2.27892 4.34618 6.48192 0.142 0.088 0.138
O -2.58822 5.05060 5.29030 -0.141 -0.171 0.154
C -3.38428 4.33219 4.36467 0.145 0.228 -0.163
N 0.04225 3.93480 5.68511 -0.072 0.175 0.130
H -1.55074 2.18765 4.53864 0.000 0.088 0.030
H -0.75671 1.28032 5.80943 0.024 0.076 -0.018
H -2.46799 1.67761 5.96291 0.004 0.016 -0.022
H -0.82559 3.05782 7.36475 -0.019 0.106 0.029
H -1.97842 5.11219 7.20170 0.017 0.050 -0.070
H -3.17939 3.86876 6.88847 -0.021 -0.108 -0.080
H -4.10999 3.68536 4.86557 0.051 -0.055 0.026
H -2.75557 3.74465 3.69231 -0.124 -0.154 0.004
H -3.92694 5.05743 3.75735 0.017 0.043 0.080
H 0.36341 4.72840 6.23300 0.110 -0.078 0.029
H -0.28547 4.35489 4.81831 0.054 -0.098 -0.054
C -5.96361 -1.56292 -7.30405 -0.082 -0.012 -0.221
C -4.67684 -2.13536 -6.71766 -0.236 0.163 0.248
C -4.90456 -3.29302 -5.72885 0.235 -0.030 -0.059
O -5.37300 -2.89408 -4.44989 -0.082 -0.156 -0.152
C -6.76368 -2.62774 -4.38496 0.113 0.163 0.279
N -3.90563 -1.04540 -6.10950 0.100 -0.251 0.075
H -6.48390 -0.90562 -6.60724 0.056 -0.048 0.053
H -5.74065 -0.96917 -8.19170 0.043 0.001 0.064
H -6.65002 -2.35933 -7.60112 0.002 0.015 0.023
H -4.09448 -2.53837 -7.55181 0.056 -0.063 0.079
H -3.93974 -3.77474 -5.54722 0.004 0.042 0.072
H -5.56322 -4.06015 -6.15440 -0.108 0.069 -0.031
H -7.33796 -3.29053 -5.03761 0.028 0.031 -0.062
H -6.96602 -1.58400 -4.63331 -0.157 -0.050 -0.112
H -7.08688 -2.78769 -3.35538 0.068 -0.064 -0.011
H -3.00088 -1.40586 -5.81749 0.052 0.082 -0.103
H -4.36343 -0.80011 -5.23486 -0.043 0.103 -0.066
```
Forces are in eV/Å.

## Properties
**Gap between HOMO and LUMO (alpha / beta)**: 9.17 / 9.32 eV
**⟨S²⟩**: 0.754
**2S+1**: 2
**Total charge**: 0
**HOMO energy (alpha / beta)**: -8.5392 / -9.0884 eV